1.
Entry from OMol25: a 2-piece molecular cluster, C3H7O2S overall in a non-equilibrium geometry (wB97M-V/def2-TZVPD).

**Net charge**: -1
**Spin multiplicity**: 1
**Calculated total energy**: -667.19817 Ha
**E_HOMO**: -0.1504 Ha
**Frontier orbital gap**: 0.2746 Ha
**ΔE to the lowest compared entry with this formula, charge and spin**: 28.3 kcal/mol

Atoms and positions in Å:
C (-1.71, 2.29, 1.22)
C (-0.95, 1.30, 0.37)
S (-1.91, -0.30, 0.51)
H (-1.91, 1.94, 2.30)
H (-2.68, 2.63, 0.57)
H (-0.99, 3.19, 1.34)
H (-0.87, 1.59, -0.67)
H (0.05, 1.21, 0.77)
H (-0.80, -1.10, 0.58)
O (1.47, -0.37, -0.67)
C (2.35, -1.33, -0.73)
O (3.21, -1.66, -1.62)
H (2.22, -1.97, 0.13)

***

2.
Entry from OMol25: one molecule with the formula C3H3NOS in a non-equilibrium geometry (wB97M-V/def2-TZVPD).

**SMILES**: O=C=CN1CS1
**Spin multiplicity**: 1
**Calculated total energy**: -644.16467 Ha
**E_HOMO**: -0.3275 Ha
**Frontier orbital gap**: 0.3109 Ha
**ΔE to the lowest compared entry with this formula, charge and spin**: 76.7 kcal/mol

Atoms and positions in Å:
O (2.57, -0.99, -0.46)
C (1.80, -0.51, 0.28)
C (0.65, -0.39, 0.88)
N (-0.39, -0.68, -0.16)
C (-1.00, 0.58, -0.75)
S (-2.09, -0.06, 0.55)
H (0.50, 0.03, 1.87)
H (-0.61, 1.62, -0.53)
H (-1.44, 0.40, -1.68)

***

3.
Entry from OMol25: C2I3N3 as an isolated structure in a non-equilibrium geometry (wB97M-V/def2-TZVPD).

**Spin multiplicity**: 3
**Calculated total energy**: -1133.33651 Ha
**E_HOMO (spin up / spin down)**: -0.2385 / -0.3494 Ha
**Frontier orbital gap (spin up / spin down)**: 0.2161 / 0.2364 Ha

Atoms and positions in Å:
C (-2.01, -0.12, 0.29)
C (1.31, 0.18, -0.11)
N (-0.96, 0.29, -0.02)
N (0.14, 0.84, -0.04)
N (1.40, -1.07, -0.08)
I (-3.90, -0.52, -0.29)
I (2.91, 1.60, -0.24)
I (3.10, -2.11, -0.12)

***

4.
Entry from OMol25: one molecule with the formula C21H30FN3O (wB97M-V/def2-TZVPD).

**SMILES**: CC(C)/C=C/C(=O)N1CCC[C@H](N2CCN(c3ccccc3F)CC2)C1
**Spin multiplicity**: 1
**Calculated total energy**: -1157.57146 Ha
**E_HOMO**: -0.2904 Ha
**Frontier orbital gap**: 0.3202 Ha

Atoms and positions in Å:
C (7.39, 2.10, -0.29)
C (6.72, 0.85, 0.29)
C (7.33, -0.42, -0.31)
C (5.25, 0.89, -0.01)
C (4.29, 0.92, 0.91)
C (2.85, 1.10, 0.60)
O (2.24, 2.07, 1.03)
N (2.26, 0.18, -0.20)
C (2.79, -1.13, -0.51)
C (1.98, -2.20, 0.22)
C (0.50, -2.07, -0.12)
C (-0.01, -0.66, 0.21)
N (-1.43, -0.58, -0.14)
C (-1.95, 0.73, -0.49)
C (-3.39, 0.58, -0.98)
N (-4.22, -0.01, 0.05)
C (-5.59, 0.21, 0.05)
C (-6.52, -0.82, 0.18)
C (-7.88, -0.57, 0.25)
C (-8.37, 0.72, 0.18)
C (-7.47, 1.77, 0.05)
C (-6.12, 1.51, 0.00)
F (-5.29, 2.58, -0.09)
C (-3.70, -1.30, 0.45)
C (-2.26, -1.12, 0.93)
C (0.86, 0.35, -0.55)
H (8.46, 2.09, -0.06)
H (6.95, 3.00, 0.13)
H (7.27, 2.13, -1.37)
H (6.86, 0.84, 1.37)
H (8.40, -0.45, -0.10)
H (6.87, -1.31, 0.11)
H (7.19, -0.44, -1.39)
H (4.99, 0.90, -1.06)
H (4.54, 0.97, 1.96)
H (2.71, -1.29, -1.60)
H (3.84, -1.18, -0.22)
H (2.35, -3.19, -0.05)
H (2.12, -2.07, 1.30)
H (0.34, -2.24, -1.18)
H (-0.07, -2.82, 0.43)
H (0.13, -0.46, 1.29)
H (-1.93, 1.42, 0.36)
H (-1.37, 1.15, -1.31)
H (-3.39, -0.08, -1.87)
H (-3.77, 1.55, -1.28)
H (-6.18, -1.84, 0.22)
H (-8.56, -1.40, 0.36)
H (-9.43, 0.92, 0.23)
H (-7.80, 2.79, 0.00)
H (-3.72, -2.01, -0.39)
H (-4.30, -1.69, 1.28)
H (-2.26, -0.45, 1.81)
H (-1.88, -2.10, 1.23)
H (0.60, 1.37, -0.29)
H (0.75, 0.19, -1.63)

***

5.
Entry from OMol25: a 2-piece molecular cluster, C7H13NO3P overall in a non-equilibrium geometry (wB97M-V/def2-TZVPD).

**Net charge**: -1
**Spin multiplicity**: 1
**Calculated total energy**: -896.40105 Ha
**E_HOMO**: -0.1537 Ha
**Frontier orbital gap**: 0.2865 Ha
**ΔE to the lowest compared entry with this formula, charge and spin**: 8.8 kcal/mol

Atoms and positions in Å:
C (-0.43, -2.34, -0.33)
C (-0.82, -1.31, -0.83)
C (-0.88, 0.96, 1.75)
C (-1.60, 1.91, 0.67)
C (0.49, 0.69, 1.12)
C (-0.64, 1.92, -0.52)
C (0.55, -3.28, 0.27)
N (0.26, 0.79, -0.35)
O (2.58, 1.44, -1.33)
O (1.05, 0.09, -2.69)
O (2.07, -0.99, -0.60)
P (1.63, 0.31, -1.19)
H (0.46, -0.72, -2.78)
H (-1.60, -0.68, -1.40)
H (-0.78, 1.39, 2.73)
H (-1.46, 0.00, 1.91)
H (-2.57, 1.47, 0.27)
H (-1.80, 2.85, 1.34)
H (1.24, 1.41, 1.54)
H (0.80, -0.39, 1.31)
H (-1.02, 1.83, -1.50)
H (-0.03, 2.84, -0.67)
H (0.68, -2.80, 1.29)
H (1.61, -3.09, -0.17)
H (0.22, -4.28, 0.18)

***

6.
Entry from OMol25: a 6-piece molecular cluster, C14H40N12O6P2 overall in a non-equilibrium geometry (wB97M-V/def2-TZVPD).

**SMILES**: [H]/N=C\CP(CCC(N)=O)#P(CC)CC.NC(N)=O.NC(N)=O.NC(N)=O.NC(N)=O.NC(N)=O
**Spin multiplicity**: 1
**Calculated total energy**: -2348.85361 Ha
**E_HOMO**: -0.2583 Ha
**Frontier orbital gap**: 0.2749 Ha

Atoms and positions in Å:
H (1.77, -2.30, 0.22)
N (1.79, -2.70, -0.73)
C (0.77, -2.22, -1.35)
C (-0.25, -1.28, -0.76)
P (0.47, 0.22, 0.13)
C (-0.76, 1.52, -0.35)
C (-2.17, 0.97, -0.09)
C (-3.23, 2.07, -0.06)
N (-4.49, 1.63, 0.44)
O (-3.04, 3.23, -0.49)
P (2.37, 0.66, -0.85)
C (3.72, 0.49, 0.43)
C (3.34, -0.19, 1.76)
C (2.31, 2.50, -1.22)
C (2.48, 2.74, -2.73)
H (0.62, -2.56, -2.38)
H (-0.91, -1.82, -0.07)
H (-0.89, -0.91, -1.58)
H (-0.60, 2.43, 0.23)
H (-0.64, 1.80, -1.41)
H (-2.17, 0.49, 0.90)
H (-2.49, 0.25, -0.84)
H (-5.16, 2.38, 0.32)
H (-4.43, 1.41, 1.43)
H (4.09, 1.50, 0.67)
H (4.54, -0.05, -0.06)
H (2.92, -1.19, 1.64)
H (4.26, -0.31, 2.35)
H (2.65, 0.41, 2.36)
H (3.14, 2.95, -0.66)
H (1.39, 2.96, -0.84)
H (3.55, 2.77, -2.97)
H (1.96, 3.65, -3.03)
H (2.04, 1.89, -3.27)
N (-5.29, 2.85, 5.46)
C (-5.20, 1.99, 4.40)
N (-5.83, 0.80, 4.56)
O (-4.59, 2.29, 3.38)
H (-5.77, 2.64, 6.31)
H (-4.82, 3.73, 5.37)
H (-5.76, 0.15, 3.80)
H (-6.32, 0.52, 5.39)
N (3.51, -5.28, 0.23)
C (4.80, -5.68, 0.04)
N (5.10, -6.93, 0.53)
O (5.64, -4.99, -0.52)
H (2.83, -5.84, 0.69)
H (3.25, -4.37, -0.11)
H (6.04, -7.26, 0.40)
H (4.44, -7.52, 0.99)
N (-4.28, -1.64, -2.03)
C (-3.46, -2.70, -2.31)
N (-3.67, -3.30, -3.52)
O (-2.59, -3.08, -1.54)
H (-4.99, -1.31, -2.64)
H (-4.14, -1.17, -1.15)
H (-3.08, -4.07, -3.76)
H (-4.37, -3.00, -4.17)
N (4.47, 5.48, -4.22)
C (5.18, 5.20, -3.09)
N (5.78, 6.28, -2.49)
O (5.28, 4.07, -2.64)
H (4.37, 6.40, -4.60)
H (4.02, 4.71, -4.68)
H (6.31, 6.10, -1.66)
H (5.71, 7.21, -2.84)
N (-3.53, -2.34, 1.59)
C (-2.97, -2.02, 2.80)
N (-1.63, -2.25, 2.90)
O (-3.62, -1.55, 3.72)
H (-3.01, -2.72, 0.81)
H (-4.51, -2.18, 1.49)
H (-1.19, -2.01, 3.77)
H (-1.07, -2.63, 2.16)

***

Question: calculated total energy of number 2 (C3H3NOS)?
Answer: -644.16467 Ha